No. 1
2 unconnected molecules or ions with the total composition C21H31ClN3O9P2S, computed with wB97M-V/def2-TZVPD.

Structure (XYZ):
```
68
C21H31ClN3O9P2S | OMol25 | wB97M-V/def2-TZVPD
C 1.55 -4.39 1.17
C 1.21 -3.32 0.01
P 0.09 -2.00 0.82
C 0.37 -1.92 2.70
N 0.53 -0.40 0.08
N 1.85 -0.16 0.09
C 2.29 1.03 -0.50
C 3.88 1.33 -0.46
C 4.41 0.94 1.02
C 5.76 1.77 1.44
C 5.43 2.51 2.83
S 5.63 1.45 4.33
O 4.90 2.12 5.47
O 7.10 1.26 4.63
Cl 4.82 -0.46 4.11
C 1.25 2.01 -1.11
P 1.88 3.64 -1.87
N 0.82 4.37 -2.82
C -0.27 1.71 -1.09
C -0.60 0.34 -0.39
C -2.11 -0.20 -0.23
O -3.08 0.74 -0.72
C -3.31 1.85 0.15
O -3.40 1.53 1.55
C -4.35 2.35 2.26
C -5.55 1.38 2.77
O -5.17 0.00 2.46
H 1.91 -5.36 0.70
H 2.40 -3.98 1.82
H 0.61 -4.65 1.79
H 0.60 -3.79 -0.85
H 2.14 -2.80 -0.41
H 1.52 -1.85 2.86
H -0.10 -0.96 3.14
H 0.00 -2.86 3.25
H 4.40 0.66 -1.21
H 4.11 2.41 -0.74
H 3.61 1.18 1.82
H 4.67 -0.18 1.09
H 6.01 2.59 0.67
H 6.65 1.06 1.54
H 4.36 2.95 2.79
H 6.12 3.43 2.96
H 3.13 3.32 -2.49
H 2.16 4.50 -0.74
H -0.03 3.79 -2.87
H -1.08 2.39 -1.52
H -2.33 -0.63 0.80
H -2.15 -1.11 -0.95
H -4.31 2.33 -0.18
H -2.53 2.71 0.04
H -3.80 2.73 3.20
H -4.70 3.28 1.70
H -6.53 1.65 2.26
H -5.57 1.44 3.90
H -5.35 -0.20 1.52
C -2.53 -1.79 -4.61
C -2.44 -2.54 -3.48
C -3.46 -3.68 -3.40
O -3.49 -4.51 -2.50
C -4.46 -3.78 -4.47
C -4.57 -3.02 -5.61
C -3.48 -1.95 -5.73
O -3.35 -1.21 -6.70
O -5.42 -3.11 -6.52
O -1.62 -2.40 -2.52
H -1.84 -0.97 -4.75
H -5.19 -4.57 -4.31
```

Calculated values
Gap between HOMO and LUMO, eV: 2.2124
HOMO, Eh: -0.103
Strongest force on any atom, eV/Å: 6.1
Total charge: -1
2S+1: 1
E_LUMO, eV: -0.597

=====

No. 2
A molecular structure, C21H31F5OsP2S, computed with wB97M-V/def2-TZVPD.

Structure (XYZ):
```
61
C21H31F5OsP2S | OMol25 | wB97M-V/def2-TZVPD
P -0.35 -2.78 0.16
P -0.38 2.43 1.33
C -1.12 0.17 -0.56
C -0.15 1.33 -0.30
H -2.06 0.25 0.06
H -1.30 -0.10 -1.62
H 0.96 1.25 -0.58
H -0.56 2.28 -0.72
C -1.86 3.29 0.79
H -2.11 4.06 1.53
H -2.71 2.61 0.64
H -1.63 3.78 -0.15
C 0.98 3.60 1.17
H 0.90 3.96 0.13
H 1.97 3.13 1.28
H 0.84 4.44 1.88
C -1.60 -3.86 -0.52
H -1.62 -4.77 0.07
H -1.32 -4.03 -1.57
H -2.60 -3.38 -0.49
C 1.30 -3.07 -0.60
H 2.01 -2.21 -0.49
H 1.12 -3.30 -1.67
H 1.65 -3.95 -0.07
Os 0.48 -0.76 0.12
C 0.62 1.23 -2.89
C -0.72 1.16 -2.88
C -1.61 0.33 -3.76
C -1.13 -1.09 -4.09
C -0.20 -1.79 -3.13
C 1.15 -1.74 -3.23
C 1.95 -0.72 -3.97
C 1.44 0.74 -4.04
C 0.78 -1.81 2.11
H 1.16 1.94 -2.26
H -1.34 1.85 -2.29
H -1.76 0.87 -4.70
H -2.59 0.28 -3.27
H -2.03 -1.72 -4.21
H -0.65 -1.04 -5.08
H -0.66 -2.61 -2.56
H 1.72 -2.66 -3.14
H 2.12 -1.06 -5.01
H 2.95 -0.71 -3.51
H 2.34 1.37 -4.07
H 0.89 0.88 -4.98
H 1.35 -1.05 2.70
H 1.39 -2.73 2.01
H -0.15 -2.05 2.68
F 1.14 0.52 7.93
C 0.66 0.60 6.67
C 1.49 1.08 5.65
F 2.78 1.37 5.91
C 0.98 1.20 4.36
F 1.86 1.58 3.38
C -0.33 0.86 4.05
S -0.97 0.67 2.27
C -1.10 0.29 5.07
F -2.28 -0.28 4.76
C -0.63 0.20 6.37
F -1.40 -0.34 7.35
```

Calculated values
Gap between HOMO and LUMO (alpha / beta), eV: 5.7054 / 6.4272
Energy above the lowest of the compared OMol25 structures with the same formula, charge and spin, kJ/mol: 412.2
HOMO (alpha / beta), Eh: -0.481 / -0.520
Strongest force on any atom, eV/Å: 4.2
Total charge: +2
2S+1: 5
E_LUMO (alpha / beta), eV: -7.380 / -7.725

=====

No. 3
A molecular structure, C21H31F5P2SSr, computed with wB97M-V/def2-TZVPD.

Structure (XYZ):
```
61
C21H31F5P2SSr | OMol25 | wB97M-V/def2-TZVPD
P -0.06 3.53 -4.20
P -3.35 1.58 -3.69
C -1.64 3.37 -5.07
C -2.87 3.26 -4.15
H -1.58 2.58 -5.84
H -1.71 4.32 -5.63
H -2.75 3.88 -3.24
H -3.74 3.65 -4.70
C -4.30 0.99 -5.12
H -4.72 0.00 -4.90
H -3.66 0.94 -6.02
H -5.11 1.71 -5.29
C -4.42 1.60 -2.26
H -5.45 1.72 -2.64
H -4.21 2.46 -1.61
H -4.38 0.65 -1.70
C 1.24 3.47 -5.46
H 2.21 3.29 -4.97
H 1.26 4.44 -5.98
H 1.04 2.66 -6.17
C -0.09 5.26 -3.64
H -1.08 5.54 -3.27
H 0.16 5.90 -4.50
H 0.65 5.43 -2.85
Sr -2.32 1.35 0.87
C -1.80 0.49 -3.76
C -0.76 0.60 -4.76
C 0.49 -0.15 -4.60
C 1.38 0.11 -3.34
C 1.61 1.50 -3.03
C 0.59 2.52 -2.83
C -0.64 2.04 -1.93
C -1.28 0.70 -2.29
C 0.37 1.55 1.31
H -2.26 -0.51 -3.85
H -1.10 0.68 -5.81
H 1.10 0.09 -5.48
H 0.30 -1.24 -4.62
H 1.03 -0.48 -2.48
H 2.38 -0.30 -3.56
H 2.65 1.81 -2.90
H 1.12 3.32 -2.26
H -1.39 2.85 -1.90
H -0.22 1.95 -0.90
H -0.61 -0.12 -2.02
H -2.13 0.51 -1.59
H 0.49 1.19 2.35
H 0.73 2.60 1.27
H 1.04 0.93 0.69
F 1.11 -2.67 5.22
C 0.53 -2.25 4.08
C -0.58 -1.39 4.10
F -1.03 -0.92 5.29
C -1.21 -1.09 2.92
F -2.17 -0.03 2.94
C -0.85 -1.62 1.67
S -1.79 -1.32 0.25
C 0.38 -2.35 1.66
F 0.92 -2.65 0.47
C 1.03 -2.69 2.85
F 2.13 -3.48 2.80
```

Calculated values
Gap between HOMO and LUMO (alpha / beta), eV: 2.9329 / 2.9338
Energy above the lowest of the compared OMol25 structures with the same formula, charge and spin, kJ/mol: 528.4
HOMO (alpha / beta), Eh: -0.156 / -0.156
Strongest force on any atom, eV/Å: 3.7
Total charge: 0
2S+1: 1
E_LUMO (alpha / beta), eV: -1.315 / -1.315

=====

No. 4
A molecular structure, C21H31HoNP2S, computed with wB97M-V/def2-TZVPD.

Structure (XYZ):
```
57
C21H31HoNP2S | OMol25 | wB97M-V/def2-TZVPD
C -1.55 3.03 -2.84
C -1.32 1.82 -2.19
C 0.03 1.41 -2.04
C 1.09 2.34 -2.15
C 0.83 3.58 -2.77
C -0.48 3.88 -3.16
C 2.34 1.89 -1.45
C 2.68 0.51 -1.92
C 1.60 -0.39 -1.82
C 1.80 -1.79 -1.77
C 3.06 -2.27 -2.13
C 4.12 -1.37 -2.40
C 3.95 0.00 -2.23
H -2.58 3.33 -3.06
H 1.65 4.28 -2.93
H -0.69 4.81 -3.69
H 3.17 2.59 -1.57
H 3.23 -3.35 -2.18
H 5.08 -1.78 -2.69
H 4.79 0.69 -2.36
N 0.31 0.12 -1.63
Ho 0.62 0.57 0.82
C -2.40 1.02 -1.52
H -2.42 -0.02 -1.87
H -3.39 1.48 -1.65
C 0.72 -2.67 -1.21
H -0.20 -2.62 -1.82
H 1.05 -3.71 -1.14
P -2.09 0.94 0.32
P 0.22 -2.15 0.50
C 1.50 -3.06 1.44
H 1.27 -3.00 2.52
H 1.51 -4.10 1.10
H 2.48 -2.59 1.26
C -1.24 -3.20 0.76
H -0.94 -4.26 0.72
H -1.67 -2.97 1.74
H -1.98 -2.99 -0.02
C -2.68 2.61 0.78
H -3.71 2.75 0.43
H -2.64 2.73 1.87
H -2.03 3.37 0.33
C -3.47 -0.10 0.89
H -3.45 -0.16 1.99
H -4.42 0.35 0.57
H -3.38 -1.11 0.48
H 2.08 1.79 -0.26
H 2.32 -0.12 1.16
C 0.62 -0.99 4.51
S 0.05 0.39 3.49
C -1.67 0.54 4.07
H 1.51 -1.42 4.06
H -0.17 -1.76 4.60
H 0.86 -0.59 5.50
H -2.19 -0.42 3.95
H -1.63 0.82 5.13
H -2.18 1.32 3.50
```

Calculated values
Gap between HOMO and LUMO (alpha / beta), eV: 6.2098 / 6.3397
Energy above the lowest of the compared OMol25 structures with the same formula, charge and spin, kJ/mol: 0.0
HOMO (alpha / beta), Eh: -0.353 / -0.353
Strongest force on any atom, eV/Å: 2.5
Total charge: +1
2S+1: 5
E_LUMO (alpha / beta), eV: -3.390 / -3.275